Here is a cluster of 4 separate species, C27H38BrN3O8 in total at a distorted geometry from OMol25. Energies are from the ωB97M-V functional and the def2-TZVPD basis.

```
77
Properties=species:S:1:pos:R:3:mulliken_charge:R:1
C 6.220 -1.937 -0.700 -0.969
C 4.566 -1.768 -0.858 0.057
O 4.266 -1.447 -2.247 -0.413
C 3.436 -0.251 -2.424 1.245
C 4.254 1.075 -1.807 -0.823
O 3.607 2.349 -2.202 -0.034
O 4.264 2.951 -3.152 -0.507
O 3.462 0.019 -3.902 -0.451
C 2.655 -0.936 -4.651 0.465
O 2.817 -2.253 -4.768 -0.522
C 1.400 -0.293 -5.551 -0.533
O 0.100 -0.364 -4.869 -0.231
C -0.949 -0.957 -5.713 -0.214
O -2.250 -0.367 -5.254 -0.351
C -2.284 -0.350 -3.782 -0.272
C -3.860 -0.394 -3.314 -0.237
O -4.462 -1.608 -3.959 -0.509
C 1.919 -0.336 -1.824 -0.331
Br 1.155 -2.194 -1.702 -0.137
C 1.668 0.377 -0.376 -0.390
C 0.921 1.868 -0.499 -0.666
H 6.465 -3.090 -0.514 0.277
H 6.638 -1.378 0.256 0.288
H 6.800 -1.651 -1.684 0.282
H 4.136 -2.863 -0.655 0.322
H 4.090 -1.080 -0.046 -0.063
H 5.306 1.067 -2.357 0.422
H 4.447 1.003 -0.658 0.260
H 3.678 3.654 -3.608 0.314
H 1.383 -0.961 -6.540 0.396
H 1.640 0.803 -5.900 0.228
H -0.943 -2.125 -5.472 0.251
H -0.768 -0.801 -6.861 0.349
H -1.808 0.618 -3.328 0.167
H -1.764 -1.284 -3.277 0.227
H -4.390 0.568 -3.760 0.247
H -3.982 -0.418 -2.129 0.194
H -3.682 -2.257 -4.038 0.323
H 1.213 0.246 -2.592 0.387
H 0.868 -0.300 0.197 0.431
H 2.591 0.446 0.334 0.036
H 1.046 2.194 -1.622 0.338
H -0.244 1.685 -0.323 -0.032
H 1.351 2.657 0.252 0.163
N 1.005 2.241 2.952 -0.442
C 0.039 3.157 3.183 -0.194
C -0.982 2.984 4.104 -0.439
C -1.018 1.800 4.832 -0.153
C -0.038 0.837 4.616 -0.290
C 0.945 1.102 3.676 -0.324
H 0.108 4.062 2.588 0.356
H -1.731 3.755 4.250 0.339
H -1.804 1.628 5.562 0.364
H -0.039 -0.097 5.167 0.383
H 1.734 0.383 3.473 0.390
N -3.824 2.404 2.846 -0.297
C -5.037 2.994 2.911 -0.320
C -5.795 3.323 1.799 -0.378
C -5.277 3.033 0.541 -0.358
C -4.029 2.427 0.441 -0.381
C -3.348 2.133 1.612 -0.198
H -5.397 3.204 3.915 0.354
H -6.765 3.794 1.910 0.369
H -5.841 3.277 -0.355 0.370
H -3.597 2.188 -0.524 0.451
H -2.372 1.657 1.587 0.399
N -0.006 -2.904 5.548 -0.518
C 0.026 -3.735 4.484 -0.165
C -1.030 -4.553 4.113 -0.425
C -2.189 -4.521 4.881 -0.145
C -2.251 -3.677 5.985 -0.439
C -1.145 -2.894 6.274 -0.106
H 0.953 -3.726 3.918 0.381
H -0.950 -5.199 3.246 0.356
H -3.036 -5.149 4.622 0.359
H -3.140 -3.629 6.604 0.352
H -1.146 -2.216 7.123 0.367
```

Properties
2S+1   1
Orbital gap   9.3 eV
Lowest unoccupied orbital energy   0.31 eV
SMILES string   CCO[C@@](COO)(OC(=O)COCOCCO)[C@@H](Br)CC.c1ccncc1.c1ccncc1.c1ccncc1
Total energy   -119495.7175 eV
Net charge   0